(1)
# C15H18CuN7O4Se

A molecular structure, C15H18CuN7O4Se (wB97M-V/def2-TZVPD, OMol25).

Calculated values
- HOMO energy (spin up / spin down): -11.50 / -11.46 eV
- Kohn-Sham gap (spin up / spin down): 0.303 / 0.222 Ha

```
! RIJCOSX wB97M-V def2-TZVPD def2/J DEFGRID3
* xyz 1 2
Cu -0.116 -0.933 -1.132
C 3.045 -0.944 -3.171
C 2.909 -1.093 -1.702
N 1.784 -1.129 -1.006
C 2.118 -1.259 0.327
C 3.476 -1.293 0.432
N 3.945 -1.192 -0.852
C 4.434 -1.270 1.576
O 3.906 -1.296 2.772
O 5.613 -1.192 1.339
C 1.029 -1.275 1.356
O 1.337 -1.320 2.552
O -0.150 -1.195 0.879
H 2.064 -0.868 -3.633
H 3.569 -1.799 -3.599
H 3.614 -0.045 -3.407
H 4.931 -1.199 -1.073
H 2.903 -1.357 2.756
C -2.759 1.523 0.914
N -1.447 1.630 1.521
C -1.189 1.649 2.869
C 0.139 1.851 3.021
N 0.678 1.954 1.764
C 2.055 2.315 1.469
C -0.294 1.798 0.847
Se -0.067 1.775 -1.001
H -3.513 1.744 1.665
H -2.920 0.520 0.525
H -2.838 2.240 0.100
H -1.963 1.519 3.605
H 0.745 1.911 3.906
H 2.638 2.250 2.384
H 2.091 3.333 1.083
H 2.469 1.644 0.724
N -4.836 0.716 -2.709
C -4.109 -0.225 -2.071
C -2.705 -0.281 -2.172
N -2.008 -1.146 -1.443
C -2.661 -2.001 -0.644
C -4.044 -1.955 -0.584
N -4.756 -1.075 -1.270
H -4.449 1.250 -3.467
H -5.836 0.675 -2.615
H -2.160 0.385 -2.824
H -2.078 -2.693 -0.055
H -4.596 -2.643 0.044
*
```

Here are the natural (NBO) charges for atoms 1 to 5, given in e:
1. Cu 1.2778
2. C -0.6648
3. C 0.4323
4. N -0.6044
5. C -0.0132



(2)
# C16H21Cl3Ge2I2PtSi

A molecular structure, C16H21Cl3Ge2I2PtSi in a non-equilibrium geometry (wB97M-V/def2-TZVPD, OMol25).

Calculated values
- Energy above the lowest of the compared OMol25 structures with the same formula, charge and spin: 67.5 kcal/mol
- HOMO energy (spin up / spin down): -17.42 / -17.41 eV
- Kohn-Sham gap (spin up / spin down): 0.180 / 0.167 Ha

```
! RIJCOSX wB97M-V def2-TZVPD def2/J DEFGRID3
* xyz 3 2
Pt -1.598 -1.819 1.138
I -4.488 -1.495 0.930
C -4.288 -1.596 3.082
I -2.427 -0.667 3.671
H -4.263 -2.643 3.387
H -5.117 -1.072 3.560
C 1.602 -0.232 2.717
Ge 2.159 -0.483 0.811
C 2.539 -2.358 0.241
C 3.570 0.793 0.200
Ge -0.471 -0.037 -0.228
C -0.732 1.972 0.127
C 0.304 2.845 -0.140
C 0.173 4.170 0.261
C -0.999 4.582 0.870
C -2.037 3.702 1.106
C -1.916 2.369 0.718
C -0.113 -0.110 -2.253
C -0.113 1.019 -3.050
C 0.193 0.870 -4.402
C 0.450 -0.388 -4.912
C 0.437 -1.505 -4.101
C 0.131 -1.377 -2.748
H 2.390 -0.651 3.342
H 0.666 -0.748 2.934
H 1.504 0.820 2.973
H 3.334 -2.707 0.898
H 2.912 -2.391 -0.779
H 1.677 -3.009 0.343
H 4.503 0.440 0.643
H 3.380 1.805 0.555
H 3.681 0.780 -0.883
H 1.213 2.519 -0.632
H 0.991 4.856 0.083
H -1.118 5.628 1.136
H -2.960 4.026 1.567
H -2.739 1.685 0.875
H -0.341 2.003 -2.671
H 0.203 1.750 -5.030
H 0.637 -0.499 -5.976
H 0.656 -2.490 -4.491
H 0.111 -2.255 -2.114
Cl -0.583 -4.492 -0.364
Si -1.116 -4.137 1.606
Cl -2.514 -5.443 2.178
Cl 0.517 -4.027 2.825
*
```

Here are the natural (NBO) charges for atoms 1 to 5, given in e:
1. Pt 0.2182
2. I 0.4320
3. C -0.6926
4. I 0.5036
5. H 0.2579



(3)
# C15H42ClN8O8V

A molecular structure, C15H42ClN8O8V in a non-equilibrium geometry (wB97M-V/def2-TZVPD, OMol25).

Calculated values
- HOMO energy (spin up / spin down): -11.45 / -11.45 eV
- Kohn-Sham gap (spin up / spin down): 0.250 / 0.268 Ha

```
! RIJCOSX wB97M-V def2-TZVPD def2/J DEFGRID3
* xyz 1 2
O -0.087 -1.761 -3.943
V -0.039 -2.057 -2.374
Cl 0.704 0.329 -1.713
C 2.570 -0.821 2.062
O 3.118 -1.558 1.245
N 2.956 -0.749 3.354
N 1.456 -0.073 1.789
H 3.743 -1.266 3.697
H 2.301 -0.263 3.939
H 0.794 0.167 2.508
H 1.213 0.001 0.814
C 1.170 4.199 -3.221
O 1.212 5.263 -3.804
N 2.110 3.776 -2.293
N 0.279 3.188 -3.496
H 2.999 4.239 -2.391
H 1.998 2.814 -2.044
H -0.506 3.482 -4.054
H 0.316 2.329 -2.982
C -2.849 -0.258 -2.545
O -2.184 -1.312 -2.555
N -2.504 0.775 -1.782
N -3.936 -0.065 -3.333
H -3.070 1.602 -1.820
H -1.574 0.726 -1.394
H -4.474 0.779 -3.310
H -4.130 -0.774 -4.019
C -1.246 -2.153 0.721
O -0.106 -2.111 -0.141
C 0.996 -2.772 0.497
C 2.199 -2.552 -0.397
N 1.846 -3.076 -1.730
C 3.024 -2.821 -2.641
C 2.946 -3.555 -3.982
O 2.290 -2.687 -4.882
C 2.202 -3.115 -6.211
H -1.313 -1.163 1.183
H -1.240 -2.799 1.598
H -2.193 -2.231 0.186
H 0.749 -3.821 0.677
H 1.255 -2.303 1.449
H 3.077 -3.002 0.069
H 2.423 -1.493 -0.518
H 1.961 -4.086 -1.654
H 3.949 -3.176 -2.181
H 3.098 -1.747 -2.802
H 2.599 -4.590 -3.862
H 3.960 -3.732 -4.356
H 2.038 -4.197 -6.253
H 3.046 -2.895 -6.871
H 1.326 -2.612 -6.622
C -3.088 1.909 7.365
O -2.223 1.791 6.283
C -2.866 1.885 4.994
C -2.301 0.806 4.082
N -0.964 0.959 3.565
C -0.766 1.946 2.500
C -1.413 1.549 1.191
O -1.584 2.598 0.258
C -0.359 3.260 0.017
H -3.503 2.899 7.589
H -2.631 1.400 8.213
H -4.042 1.382 7.202
H -2.712 2.925 4.694
H -3.953 1.768 4.982
H -3.088 0.701 3.331
H -2.354 -0.119 4.663
H -0.335 1.091 4.346
H 0.286 2.222 2.489
H -1.272 2.856 2.851
H -2.375 1.057 1.352
H -0.894 0.713 0.701
H 0.031 3.809 0.874
H -0.507 3.967 -0.800
H 0.439 2.607 -0.356
*
```

Here are the Mulliken charges for atoms 1 to 5, given in e:
1. O -0.3152
2. V 0.9499
3. Cl -0.5359
4. C 0.4815
5. O -0.6538



no.,DFT total energy (eV)
1,-144450.950
2,-194829.480
3,-82741.726